# 1
Computed, not measured: a structure of composition C24H51N5O3OsPSi3Te, with the ωB97M-V functional and the def2-TZVPD basis.

## Properties
Energy above the lowest of the compared OMol25 structures with the same formula, charge and spin (kcal per mole): 0.0
HOMO energy (eV): -9.552
Total charge: +1
Largest force on an atom (Eh/bohr): 0.005
Spin multiplicity: 1

Cartesian coordinates (Å):
Os1 0.03829 0.15735 0.21617
C1 3.32394 0.58549 2.64942
Si1 2.22072 -0.87628 3.01099
C2 3.23478 -2.37884 2.52227
C3 1.96505 -1.02883 4.87120
C4 0.49806 -0.77765 2.25815
Si2 -0.38951 0.75493 2.49637
C5 0.34820 2.29333 3.28122
C6 -2.23144 0.81152 2.89200
C7 -1.01048 3.16075 0.30395
Si3 -0.52486 -2.30907 2.39454
C8 -1.46699 -2.48300 4.01139
C9 0.30987 -3.96749 2.14495
C10 -1.83727 -2.16513 1.03119
C11 -2.92847 -3.02629 0.95213
C12 -3.85834 -2.89776 -0.06425
C13 -3.67039 -1.89634 -1.00401
C14 -2.56805 -1.07337 -0.87958
N1 -1.67460 -1.18588 0.11330
H1 4.21633 0.48015 3.27385
H2 2.88907 1.56071 2.85109
H3 3.64242 0.57976 1.60596
H4 4.18743 -2.28858 3.05329
H5 3.47414 -2.41947 1.45903
H6 2.79050 -3.32839 2.81816
H7 2.92811 -1.03800 5.38738
H8 1.45113 -1.95767 5.13066
H9 1.37767 -0.20231 5.27940
H10 0.82745 2.04291 4.22964
H11 -0.44845 3.01012 3.50292
H12 1.08830 2.78051 2.64682
H13 -2.36192 0.82710 3.97757
H14 -2.80340 -0.02417 2.49108
H15 -2.67664 1.74041 2.51448
H16 0.07231 3.26268 0.29390
H17 -1.32551 3.27417 1.33845
H18 -1.29772 1.74581 -1.17270
H19 -0.77399 -2.46876 4.85480
H20 -1.99997 -3.43703 4.04825
H21 -2.19494 -1.68622 4.16709
H22 0.82446 -4.26625 3.06066
H23 1.01954 -4.01182 1.32077
H24 -0.46656 -4.71414 1.95419
H25 -3.03987 -3.80420 1.69714
H26 -4.70680 -3.56635 -0.12841
H27 -4.35557 -1.75597 -1.82864
H28 -2.36129 -0.31305 -1.62233
C15 2.80973 1.35234 -5.13664
C16 2.09608 1.57479 -3.82607
O1 2.25842 0.40906 -2.98366
P1 1.04699 -0.47744 -2.53371
O2 -0.13081 0.34945 -1.97978
Te1 1.67284 -1.86491 -0.72640
O3 0.60137 -1.15030 -3.89995
C17 -0.55537 -2.01965 -3.92690
C18 -1.72043 -1.30798 -4.57273
H29 2.73563 2.24766 -5.75583
H30 2.36932 0.51564 -5.67774
H31 3.86353 1.14038 -4.96220
H32 1.03094 1.76941 -3.97796
H33 2.52611 2.39986 -3.25786
H34 -0.78886 -2.34437 -2.90922
H35 -0.25510 -2.89550 -4.49872
H36 -1.99140 -0.41850 -4.00246
H37 -2.58279 -1.97502 -4.61710
H38 -1.46936 -1.00430 -5.58864
C19 -1.18545 6.21198 -1.92556
N2 -0.89331 4.86564 -1.42672
C20 0.41939 4.34665 -1.85449
C21 -1.64577 4.23505 -0.54551
N3 -1.35734 1.80168 -0.15298
N4 -2.94482 4.49937 -0.40291
C22 -3.69593 4.08922 0.78726
C23 -3.78689 4.99373 -1.49626
H39 -0.25344 6.77360 -1.88838
H40 -1.91124 6.70607 -1.28824
H41 -1.53956 6.19718 -2.95553
H42 0.53769 4.60224 -2.90627
H43 0.49026 3.26873 -1.74238
H44 1.22325 4.79928 -1.27503
H45 -2.30374 1.54879 0.12309
H46 -3.09475 4.17673 1.68672
H47 -4.07712 3.07015 0.69128
H48 -4.54494 4.76064 0.89246
H49 -3.28027 4.86920 -2.44784
H50 -4.06891 6.03699 -1.35938
H51 -4.69316 4.38941 -1.51095
N5 2.23032 2.40659 -0.09141
C24 1.51724 1.51498 0.12869



# 2
Computed, not measured: a cluster of 9 separate species, C24H51N9O6 in total in a non-equilibrium geometry, with the ωB97M-V functional and the def2-TZVPD basis.

## Properties
HOMO energy (alpha / beta) (eV): -11.294 / -11.294
Total charge: +1
Largest force on an atom (Eh/bohr): 0.099
Spin multiplicity: 2

Cartesian coordinates (Å):
C1 0.71016 -1.45579 -4.46727
O1 0.61861 -1.19443 -3.29871
N1 0.97482 -0.56737 -5.39776
C2 0.78576 -0.88404 -6.87453
C3 0.94706 0.80694 -5.01697
H1 0.58999 -2.44756 -4.93005
H2 0.99384 -1.92515 -7.12133
H3 1.37390 -0.19298 -7.47836
H4 -0.19267 -0.57166 -7.23949
H5 -0.04877 1.20315 -5.21559
H6 1.01617 0.85016 -3.93002
H7 1.66288 1.50610 -5.44927
C4 -0.33810 0.71680 1.89028
O2 -0.39727 1.30553 2.93520
N2 0.61399 0.73921 0.92709
C5 1.74731 1.63657 0.91893
C6 0.41268 -0.06330 -0.25229
H8 -1.16237 0.05291 1.58691
H9 1.78988 2.24928 1.81941
H10 1.58479 2.40328 0.16140
H11 2.71706 1.15829 0.78127
H12 0.82393 0.47377 -1.10700
H13 1.13430 -0.84520 -0.01564
H14 -0.62735 -0.24462 -0.52353
C7 -1.69082 -4.45163 -3.91819
O3 -2.10937 -3.79086 -4.80050
N3 -1.51222 -3.96199 -2.64577
C8 -0.79606 -4.66041 -1.52718
C9 -1.99045 -2.61574 -2.32731
H15 -1.31534 -5.48527 -3.97110
H16 0.02975 -4.12393 -1.05993
H17 -0.30626 -5.49351 -2.03129
H18 -1.53645 -5.01841 -0.81181
H19 -1.43557 -2.10676 -1.53918
H20 -2.10766 -1.94691 -3.17997
H21 -2.97789 -2.70630 -1.87468
C10 -2.65335 -1.97900 2.28972
O4 -2.93837 -1.58588 1.18527
N4 -1.60906 -2.80195 2.63862
C11 -1.33889 -3.10677 4.02703
C12 -0.82578 -3.57911 1.70339
H22 -3.19149 -1.64775 3.19132
H23 -0.30576 -2.90429 4.30943
H24 -1.76302 -4.08440 4.25603
H25 -1.83007 -2.49836 4.78642
H26 -1.06300 -4.63537 1.83045
H27 -1.09954 -3.42035 0.66035
H28 0.26364 -3.54817 1.72057
C13 5.71694 1.13687 -0.34030
O5 5.99090 1.07747 0.86683
N5 5.04001 0.21753 -1.02043
C14 4.66518 0.39127 -2.35806
C15 4.44832 -1.04304 -0.48603
H29 5.99624 1.99088 -0.97659
H30 5.11565 1.34152 -2.64475
H31 3.58863 0.52673 -2.46199
H32 5.15657 -0.40164 -2.92191
H33 4.48413 -1.22287 0.58844
H34 3.38802 -1.12286 -0.72580
H35 5.09049 -1.80073 -0.93506
C16 -2.52144 4.55121 0.80165
O6 -3.15443 4.32286 -0.22550
N6 -1.22571 4.86185 0.70244
C17 -0.58014 5.48506 1.91692
C18 -0.49114 4.97865 -0.57437
H36 -2.96678 4.55082 1.80856
H37 0.29029 4.83145 1.97399
H38 -1.26605 5.45924 2.76365
H39 -0.32180 6.53824 1.80663
H40 0.33013 5.69530 -0.57924
H41 -0.16747 4.00614 -0.94528
H42 -1.22304 5.30795 -1.31192
C19 -0.00572 -0.53566 5.65182
C20 0.67043 -1.78384 6.16731
N7 1.23305 -2.71499 6.58197
H43 0.32066 0.25247 6.33036
H44 -1.07990 -0.42390 5.50435
H45 0.51906 -0.37532 4.71001
C21 -2.90637 0.73601 -1.41634
C22 -4.20150 0.27520 -1.94290
N8 -5.17816 -0.18811 -2.42217
H46 -2.87333 1.81937 -1.53188
H47 -2.03345 0.35405 -1.94569
H48 -2.84255 0.61231 -0.33526
C23 -1.51985 2.70359 5.30034
C24 -1.27360 3.41012 6.51966
N9 -1.02550 3.92225 7.55639
H49 -2.51251 2.25511 5.33998
H50 -0.70325 2.00990 5.10021
H51 -1.59888 3.43452 4.49561



# 3
Computed, not measured: a cluster of 3 separate species, C24H52Br2N3O5 in total, with the ωB97M-V functional and the def2-TZVPD basis.

## Properties
Energy above the lowest of the compared OMol25 structures with the same formula, charge and spin (kcal per mole): 0.0
HOMO energy (alpha / beta) (eV): -7.714 / -8.672
Largest force on an atom (Eh/bohr): 0.008
Spin multiplicity: 2

Cartesian coordinates (Å):
C1 0.77510 -0.44280 -2.32586
C2 1.69323 -1.50370 -2.90194
Br1 2.35826 -0.88554 -4.64167
C3 1.15924 -2.94425 -3.06880
Br2 -0.69158 -3.14095 -2.48462
C4 2.12891 -3.97504 -2.45510
C5 1.85334 -5.42357 -2.87838
C6 1.05927 -6.33641 -1.90533
C7 -0.23133 -6.86823 -2.54756
C8 1.93137 -7.53115 -1.49491
N1 0.65392 -5.59687 -0.68029
O1 -0.17817 -6.21826 0.05872
C9 1.50677 -4.61490 0.04063
C10 0.56322 -3.67034 0.81846
C11 2.38301 -5.36153 1.05789
C12 2.41766 -3.85326 -0.95307
H1 0.44611 -0.74549 -1.32892
H2 -0.10516 -0.29137 -2.94913
H3 1.31047 0.50295 -2.24682
H4 2.59953 -1.54880 -2.30064
H5 1.08362 -3.16590 -4.12984
H6 3.06738 -3.69677 -2.95424
H7 2.82179 -5.89886 -3.05419
H8 1.34970 -5.40580 -3.84751
H9 -0.44390 -7.88369 -2.21354
H10 -1.08205 -6.24773 -2.27913
H11 -0.13942 -6.87677 -3.63492
H12 2.10235 -8.15783 -2.37417
H13 2.90386 -7.21913 -1.11440
H14 1.41762 -8.12188 -0.73543
H15 -0.47433 -3.87815 0.58057
H16 0.68257 -3.78184 1.89521
H17 0.76208 -2.62680 0.56971
H18 3.16603 -5.95046 0.58073
H19 1.75877 -6.01378 1.66857
H20 2.86393 -4.62865 1.71054
H21 2.42217 -2.79905 -0.66768
H22 3.44538 -4.19787 -0.80449
C13 -1.81223 2.39429 1.68301
O2 -0.96596 2.46496 2.81270
C14 -1.64381 2.51752 4.06158
C15 -1.32857 1.28249 4.87600
N2 -1.87858 0.10149 4.23335
C16 -1.49036 -1.17168 4.82258
C17 -0.01041 -1.53648 4.79874
O3 0.51048 -1.68775 3.49043
C18 1.03059 -0.51666 2.89489
H23 -1.17929 2.44827 0.79854
H24 -2.38695 1.46164 1.65118
H25 -2.51483 3.23443 1.65893
H26 -2.72332 2.59811 3.90096
H27 -1.30594 3.40719 4.60001
H28 -1.77152 1.38599 5.87172
H29 -0.23715 1.24217 5.00584
H30 -1.61185 0.10685 3.25680
H31 -2.03432 -1.95777 4.29389
H32 -1.83040 -1.19384 5.86384
H33 0.10260 -2.50537 5.29114
H34 0.59984 -0.81384 5.35470
H35 1.45971 0.15653 3.64310
H36 0.27857 0.03870 2.32699
H37 1.82012 -0.82318 2.20743
C19 -3.78273 7.80854 -2.21853
O4 -2.42318 7.87825 -2.58979
C20 -1.59574 8.57817 -1.66941
C21 -0.55909 7.65143 -1.07614
N3 -1.18866 6.63827 -0.24680
C22 -0.28679 5.61915 0.27294
C23 0.41036 4.70715 -0.72767
O5 -0.46773 3.83234 -1.41336
C24 -1.06185 4.35097 -2.58713
H38 -4.31294 7.32128 -3.03471
H39 -3.93417 7.23046 -1.29987
H40 -4.20788 8.80650 -2.06854
H41 -2.20585 9.01800 -0.87440
H42 -1.09331 9.38690 -2.20705
H43 0.12431 8.24038 -0.45596
H44 0.03022 7.23421 -1.90581
H45 -1.92912 6.19451 -0.77581
H46 -0.85860 4.98682 0.95558
H47 0.48251 6.11755 0.87248
H48 1.09771 4.06622 -0.16972
H49 1.00865 5.27456 -1.45130
H50 -0.40032 5.06426 -3.08764
H51 -2.01637 4.84786 -2.38961
H52 -1.24653 3.51266 -3.25855



# 4
Computed, not measured: a structure of composition C24H52ClGeN2O2PdSi3Te in a non-equilibrium geometry, with the ωB97M-V functional and the def2-TZVPD basis.

## Properties
Energy above the lowest of the compared OMol25 structures with the same formula, charge and spin (kcal per mole): 97.6
HOMO energy (alpha / beta) (eV): -6.123 / -8.094
Largest force on an atom (Eh/bohr): 0.041
Spin multiplicity: 2

Cartesian coordinates (Å):
Pd1 -0.79539 0.17770 1.61534
N1 -2.97444 1.25434 1.99709
C1 -3.09437 2.55040 1.30212
C2 -2.32272 3.66278 2.01082
C3 -0.88969 3.29409 2.41001
C4 -0.73571 2.76654 3.84761
N2 -0.99215 1.31226 3.98297
H1 -3.65048 0.59780 1.62086
H2 -3.18018 1.38974 2.97800
H3 -4.14094 2.86244 1.22190
H4 -2.70926 2.42239 0.28878
H5 -2.87432 3.97075 2.90525
H6 -2.30721 4.52095 1.33516
H7 -0.25376 4.17730 2.32344
H8 -0.49091 2.54491 1.71533
H9 -1.40295 3.32413 4.51160
H10 0.28449 2.96837 4.16007
H11 -1.72704 1.13015 4.65396
H12 -0.15712 0.85779 4.33603
Cl1 2.73554 2.61541 4.92926
C5 3.16788 0.83053 3.48207
C6 2.05030 0.61759 2.66659
O1 2.01474 1.23094 1.44681
O2 1.10273 -0.18315 2.94291
H13 3.31679 0.17603 4.32286
H14 4.02284 1.32420 3.05096
C7 -1.96245 3.40397 -2.17055
Si1 -0.85613 1.87170 -2.33897
C8 -1.10339 1.13118 -4.06492
C9 0.91623 2.51382 -2.15665
Ge1 -1.48253 0.16015 -0.72881
Si2 -3.89681 -0.31031 -1.05200
C10 -4.42830 -1.49429 0.35317
C11 -5.05054 1.21124 -0.99205
C12 -4.37185 -1.14592 -2.69544
Si3 -0.56984 -2.05635 -1.29943
C13 -1.60136 -2.91458 -2.64421
C14 -0.95521 -3.01846 0.30869
C15 1.18945 -2.50253 -1.92165
H15 -1.74764 4.11638 -2.96958
H16 -1.79065 3.90999 -1.21834
H17 -3.02066 3.14497 -2.22931
H18 -0.72676 1.80224 -4.83886
H19 -2.16461 0.95964 -4.25947
H20 -0.58769 0.17365 -4.16364
H21 1.03001 3.49869 -2.61503
H22 1.61697 1.83261 -2.64041
H23 1.19231 2.60431 -1.10450
H24 -3.63823 -1.60550 1.09975
H25 -4.63522 -2.48782 -0.04847
H26 -5.33438 -1.15725 0.86175
H27 -5.37764 1.46285 0.01773
H28 -5.94261 1.00090 -1.58384
H29 -4.58411 2.10175 -1.41538
H30 -4.39533 -2.22982 -2.59713
H31 -3.67842 -0.90113 -3.50166
H32 -5.36910 -0.82348 -2.99689
H33 -2.64544 -3.00982 -2.35518
H34 -1.21260 -3.91770 -2.83117
H35 -1.56323 -2.36097 -3.58560
H36 -2.00782 -3.31261 0.31626
H37 -0.77743 -2.40948 1.19709
H38 -0.36321 -3.93204 0.40431
H39 1.72992 -1.63662 -2.31141
H40 1.10777 -3.22836 -2.73006
H41 1.80901 -2.93768 -1.13862
C16 6.81232 -3.53570 -0.60994
C17 5.62237 -2.67679 -0.28534
C18 4.70363 -3.05743 0.68293
C19 3.54679 -2.32599 0.92137
C20 2.56271 -2.81405 1.94763
C21 3.32465 -1.15703 0.18015
Te1 1.39218 -0.17416 0.12520
C22 4.27141 -0.71641 -0.75211
C23 4.11298 0.57058 -1.52447
C24 5.40183 -1.49196 -0.97469
H42 6.96311 -4.30885 0.14159
H43 7.72165 -2.93873 -0.68328
H44 6.66307 -4.02375 -1.57527
H45 4.88015 -3.96009 1.25672
H46 2.92256 -3.71658 2.44065
H47 1.60163 -3.03621 1.48011
H48 2.38766 -2.05725 2.70765
H49 3.53375 1.29490 -0.95800
H50 3.61321 0.38366 -2.47897
H51 5.09095 0.99556 -1.74767
H52 6.12423 -1.15739 -1.71157



- Among the records above, which one has the lowest largest force on an atom?
  C24H51N5O3OsPSi3Te



- The lowest largest force on an atom belongs to which entry?
  C24H51N5O3OsPSi3Te



- The highest largest force on an atom belongs to which entry?
  C24H51N9O6